No. 1
Below is a molecular structure, C26H18N7O3PtS, with properties calculated with ωB97M-V/def2-TZVPD.

Spin multiplicity = 1
Kohn-Sham gap (alpha / beta) = 4.49 / 4.52 eV
Net charge = +3
E_LUMO (alpha / beta) = -12.39 / -12.36 eV

Positions of all 56 atoms, in Å:
Pt 0.100 -0.196 -0.772
N -3.824 1.797 -2.198
C -2.808 1.241 -1.570
S -1.184 1.744 -1.941
N -3.049 0.346 -0.630
N -2.129 -0.291 0.006
C -2.372 -1.042 1.055
C -3.730 -1.218 1.562
C -4.056 -0.919 2.896
C -5.357 -1.067 3.329
C -6.334 -1.584 2.479
C -6.000 -1.924 1.167
C -4.726 -1.700 0.694
C -1.239 -1.735 1.640
C -1.392 -2.746 2.595
C -0.267 -3.406 3.064
C 0.984 -3.038 2.590
C 1.056 -2.030 1.634
N -0.018 -1.409 1.171
H -3.684 2.507 -2.905
H -4.778 1.571 -1.943
H -3.310 -0.488 3.547
H -5.629 -0.749 4.326
H -7.349 -1.705 2.826
H -6.732 -2.400 0.531
H -4.461 -1.982 -0.315
H -2.375 -3.017 2.946
H -0.366 -4.200 3.789
H 1.884 -3.516 2.945
H 2.015 -1.709 1.245
O 6.919 3.288 -2.045
N 6.143 2.666 -2.700
O 6.217 2.362 -3.857
C 4.917 2.213 -1.964
C 4.870 2.527 -0.642
C 3.762 2.161 0.168
C 3.690 2.479 1.536
C 2.570 2.114 2.248
C 1.540 1.441 1.586
N 1.600 1.096 0.310
C 2.689 1.445 -0.411
C 2.762 1.079 -1.797
N 1.762 0.348 -2.305
C 1.759 -0.016 -3.568
C 2.787 0.350 -4.440
C 3.832 1.099 -3.956
C 3.869 1.477 -2.603
H 5.695 3.069 -0.196
H 4.506 3.006 2.008
H 2.481 2.341 3.299
H 0.640 1.178 2.125
H 0.928 -0.610 -3.921
H 2.754 0.057 -5.478
H 4.640 1.401 -4.615
O -1.565 -2.035 -2.542
C -0.640 -1.672 -2.000

No. 2
Below is a molecular structure, H10O5, with properties calculated with ωB97M-V/def2-TZVPD.

Spin multiplicity = 1
Kohn-Sham gap = 10.34 eV
ΔE to the lowest compared entry with this formula, charge and spin = 254.5 kJ/mol
E_LUMO = 0.25 eV

Positions of all 15 atoms, in Å:
O 6.322 27.802 0.514
H 5.991 27.899 -0.379
H 5.904 27.005 0.840
O 7.297 26.800 -1.601
H 7.808 26.284 -2.225
H 7.869 26.892 -0.840
O 5.670 28.229 -1.761
H 6.293 27.519 -1.613
H 5.788 28.465 -2.681
O 6.965 29.918 2.007
H 6.820 29.633 2.909
H 6.566 29.232 1.471
O 5.318 25.405 0.792
H 5.998 25.210 1.437
H 4.519 25.508 1.310

No. 3
Below is a gas-phase ion, C4H8NO (charge +1), with properties calculated with ωB97M-V/def2-TZVPD.

Spin multiplicity = 1
Kohn-Sham gap = 10.66 eV
Net charge = +1
ΔE to the lowest compared entry with this formula, charge and spin = 283.7 kJ/mol
E_LUMO = -4.75 eV

Positions of all 14 atoms, in Å:
C 2.167 -1.543 0.611
C -1.301 -0.917 -0.112
C 0.312 1.193 -0.197
C -0.268 -0.051 0.494
N 1.089 -1.225 0.616
O 1.466 1.677 0.435
H 3.227 -1.559 0.421
H -2.141 -0.289 -0.542
H -1.723 -1.748 0.607
H -0.912 -1.443 -0.944
H 0.400 1.079 -1.245
H -0.396 1.983 0.113
H -0.154 0.009 1.667
H 1.495 2.378 1.084

No. 4
Below is a molecular structure, C12H36BeNO15, with properties calculated with ωB97M-V/def2-TZVPD.

Spin multiplicity = 2
Kohn-Sham gap (alpha / beta) = 3.15 / 2.75 eV
Net charge = +2
ΔE to the lowest compared entry with this formula, charge and spin = 251.7 kJ/mol
E_LUMO (alpha / beta) = -10.62 / -11.02 eV

Positions of all 65 atoms, in Å:
Be 1.029 -3.917 -0.565
N -0.291 -0.727 1.138
O 0.115 -0.542 2.234
O -0.650 0.101 0.294
O -0.377 -1.887 0.758
C 1.196 3.058 3.187
C 0.830 3.083 1.584
O 1.806 2.150 1.105
O 0.518 1.889 3.715
H 0.846 3.792 3.913
H 2.236 2.874 3.455
H 1.029 4.035 1.091
H -0.172 3.033 1.159
H 2.709 2.445 0.969
H 0.434 1.171 3.084
C -2.028 -4.984 0.034
C -2.227 -3.912 -1.004
O -1.044 -3.767 -1.932
O -0.911 -4.730 0.846
H -1.895 -5.944 -0.465
H -2.947 -5.152 0.596
H -2.553 -2.988 -0.525
H -3.059 -4.193 -1.651
H -1.391 -3.413 -2.755
H -1.294 -4.153 1.510
C -5.087 2.416 -1.438
C -3.592 2.063 -1.130
O -3.449 0.893 -0.419
O -5.715 1.264 -2.117
H -5.235 3.365 -1.953
H -5.656 2.450 -0.509
H -3.277 2.971 -0.615
H -2.838 2.037 -1.916
H -2.506 0.825 -0.251
H -6.667 1.331 -2.016
C -0.248 4.603 -1.586
C -0.012 3.057 -1.964
O 0.860 2.836 -3.042
O -0.553 5.418 -2.684
H 0.656 5.046 -1.169
H -1.093 4.736 -0.910
H -0.930 2.681 -2.416
H 0.319 2.445 -1.125
H 1.692 3.204 -2.734
H -1.170 5.025 -3.305
C 2.751 -1.175 4.558
C 4.202 -1.700 4.687
O 5.094 -1.129 3.757
O 2.097 -1.892 3.664
H 2.749 -0.190 4.092
H 2.382 -1.394 5.560
H 4.276 -2.772 4.503
H 4.551 -1.365 5.663
H 4.611 -0.961 2.945
H 1.341 -1.375 3.374
C 2.483 -2.673 -3.271
C 1.481 -1.508 -3.221
O 1.135 -1.307 -1.878
O 1.803 -3.957 -3.085
H 3.282 -2.662 -2.530
H 2.982 -2.625 -4.239
H 0.737 -1.557 -4.016
H 2.030 -0.606 -3.491
H 0.447 -0.650 -1.750
H 2.158 -4.491 -3.799

No. 5
Below is a molecular structure, C28H36AsO11P2V, with properties calculated with ωB97M-V/def2-TZVPD.

Spin multiplicity = 3
Kohn-Sham gap (alpha / beta) = 6.97 / 8.04 eV
Net charge = +2
ΔE to the lowest compared entry with this formula, charge and spin = 53.8 kJ/mol
E_LUMO (alpha / beta) = -6.47 / -5.39 eV

Positions of all 79 atoms, in Å:
V 0.225 0.215 0.341
C -2.392 -0.768 -0.991
C -1.392 -0.481 -2.091
O -0.043 -0.539 -1.572
C 0.737 -1.720 -1.867
C 0.276 -2.835 -0.969
O 0.152 -2.279 0.338
C -0.664 -3.087 1.189
C -0.654 -2.465 2.568
O -0.715 -1.050 2.485
C -1.972 -0.410 2.623
C -2.775 -0.518 1.349
O -1.897 -0.214 0.242
H -2.540 -1.840 -0.842
H -3.351 -0.308 -1.238
H -1.520 0.516 -2.494
H -1.505 -1.197 -2.905
H 1.768 -1.443 -1.664
H 0.639 -1.973 -2.921
H 0.995 -3.657 -0.981
H -0.696 -3.224 -1.292
H -0.262 -4.102 1.237
H -1.672 -3.143 0.766
H 0.286 -2.695 3.069
H -1.470 -2.871 3.171
H -1.737 0.632 2.841
H -2.549 -0.817 3.456
H -3.616 0.179 1.342
H -3.156 -1.531 1.203
C 4.552 1.932 2.338
C 3.395 0.940 2.306
O 3.583 -0.139 3.234
P 3.263 0.070 0.700
O 3.046 -1.437 1.084
O 4.560 0.220 -0.162
O 2.131 0.535 -0.192
P 1.799 1.838 2.650
O 1.684 1.552 4.221
O 1.884 3.250 2.288
O 0.673 0.981 2.014
H 5.505 1.411 2.242
H 4.550 2.461 3.291
H 4.451 2.676 1.549
H 3.278 0.146 4.109
H 3.227 -1.568 2.039
H 5.408 -0.042 0.223
H 1.633 2.366 4.741
C 1.432 6.547 0.945
C 0.150 6.179 1.327
C -0.400 4.995 0.861
C 0.342 4.193 0.010
C 1.625 4.553 -0.381
C 2.168 5.737 0.090
As -0.391 2.539 -0.633
C -0.169 2.633 -2.540
C 0.986 2.442 -3.278
C 0.933 2.591 -4.659
C -0.268 2.920 -5.276
C -1.427 3.093 -4.531
C -1.388 2.947 -3.150
C -2.551 3.040 -2.232
C -3.867 3.285 -2.610
C -4.868 3.323 -1.649
C -4.573 3.115 -0.305
C -3.264 2.866 0.085
C -2.269 2.834 -0.879
H 1.857 7.473 1.309
H -0.425 6.816 1.985
H -1.404 4.717 1.156
H 2.199 3.927 -1.052
H 3.162 6.034 -0.217
H 1.919 2.180 -2.795
H 1.828 2.458 -5.252
H -0.302 3.041 -6.351
H -2.354 3.342 -5.032
H -4.117 3.455 -3.649
H -5.888 3.522 -1.949
H -5.361 3.161 0.435
H -3.028 2.717 1.133

No. 6
Below is a single C6H11F molecule, with properties calculated with ωB97M-V/def2-TZVPD.

Spin multiplicity = 1
Kohn-Sham gap = 11.07 eV
ΔE to the lowest compared entry with this formula, charge and spin = 95.4 kJ/mol
E_LUMO = 1.07 eV

Positions of all 18 atoms, in Å:
C -1.515 -1.202 0.007
C -0.653 0.025 -0.357
C -1.317 1.272 0.219
C 0.722 -0.118 0.288
C 1.911 -0.724 -0.317
C 1.940 0.743 -0.118
H -1.012 -2.214 0.041
H -2.421 -1.250 -0.728
H -2.022 -1.048 0.951
H -0.482 0.058 -1.474
H -2.340 1.501 -0.171
H -0.621 2.082 -0.095
H -1.386 1.337 1.355
H 1.688 -1.270 -1.267
H 2.551 -1.368 0.356
H 2.493 1.225 0.690
H 1.889 1.239 -1.089
F 0.575 -0.289 1.707

No. 7
Below is 2 unconnected molecules or ions with the total composition C5H10O3, with properties calculated with ωB97M-V/def2-TZVPD.

Spin multiplicity = 1
Kohn-Sham gap = 9.27 eV
ΔE to the lowest compared entry with this formula, charge and spin = 274.8 kJ/mol
E_LUMO = -0.21 eV

Positions of all 18 atoms, in Å:
C 0.433 -0.392 0.367
C -0.915 -0.120 0.954
C 0.784 -1.769 -0.088
C 0.213 0.494 -1.646
C -1.245 1.404 1.076
O 1.467 0.252 0.890
O -0.501 2.133 0.307
O -2.108 1.756 1.852
H 1.187 1.154 1.144
H -0.066 1.226 -0.633
H -1.694 -0.628 0.388
H -0.918 -0.525 1.971
H 1.732 -1.777 -0.623
H -0.002 -2.196 -0.705
H 0.893 -2.388 0.807
H 0.014 1.422 -2.203
H 1.233 0.199 -1.872
H -0.508 -0.244 -1.986

No. 8
Below is a molecular structure, C18H54INaO9S9, with properties calculated with ωB97M-V/def2-TZVPD.

Spin multiplicity = 1
Kohn-Sham gap = 7.89 eV
E_LUMO = 0.19 eV

Positions of all 92 atoms, in Å:
Na -0.352 -0.028 1.134
I 0.178 -3.241 1.276
C 1.441 2.022 -2.860
S 0.714 2.147 -1.264
O 0.871 0.774 -0.692
C 1.921 3.306 -0.560
H 0.770 1.432 -3.377
H 2.404 1.564 -2.687
H 1.601 3.023 -3.214
H 1.594 4.297 -0.691
H 2.869 3.111 -1.053
H 1.925 2.940 0.444
C -1.442 4.393 -3.813
S -1.387 5.539 -2.369
O -1.985 6.712 -2.924
C -2.674 4.591 -1.483
H -0.677 4.673 -4.524
H -2.404 4.505 -4.394
H -1.210 3.303 -3.508
H -3.034 5.350 -0.774
H -2.363 3.598 -1.002
H -3.469 4.404 -2.246
C -1.503 -1.286 -1.810
S -2.373 0.346 -1.539
O -2.263 0.604 -0.081
C -4.047 -0.162 -1.778
H -1.710 -1.860 -0.927
H -0.474 -0.914 -1.764
H -1.788 -1.769 -2.747
H -4.122 -0.425 -2.847
H -4.636 0.709 -1.649
H -4.346 -0.883 -1.067
C 3.345 0.756 4.403
S 2.708 -0.346 5.736
O 1.362 0.225 6.118
C 2.385 -1.689 4.624
H 2.516 1.009 3.698
H 4.096 0.179 3.944
H 3.818 1.547 4.808
H 3.411 -1.965 4.270
H 1.750 -1.552 3.697
H 1.980 -2.505 5.213
C -2.530 3.057 2.465
S -0.862 3.655 2.844
O 0.070 2.999 1.863
C -0.509 3.085 4.548
H -2.590 2.036 2.036
H -2.734 3.800 1.682
H -3.234 3.290 3.240
H -1.244 3.628 5.151
H 0.453 3.561 4.753
H -0.456 1.952 4.664
C 5.765 -0.984 -0.131
S 4.045 -0.456 -0.325
O 3.955 0.363 -1.598
C 3.306 -2.104 -0.525
H 5.965 -1.682 0.714
H 6.413 -0.099 -0.083
H 6.129 -1.477 -1.027
H 3.795 -2.671 -1.341
H 2.307 -1.974 -0.906
H 3.326 -2.529 0.465
C 2.249 -2.021 -4.697
S 2.164 -0.190 -5.196
O 0.733 0.058 -5.412
C 2.951 -0.269 -6.872
H 3.223 -2.494 -4.768
H 1.420 -2.492 -5.256
H 1.911 -2.025 -3.663
H 3.913 -0.720 -6.676
H 3.085 0.685 -7.306
H 2.260 -0.810 -7.557
C -2.658 -4.824 -1.121
S -3.337 -4.009 0.362
O -4.767 -3.669 0.021
C -3.321 -5.439 1.563
H -3.398 -5.648 -1.361
H -1.678 -5.180 -0.874
H -2.512 -4.037 -1.817
H -2.313 -5.577 1.955
H -3.649 -6.383 1.005
H -4.006 -5.181 2.330
C -1.171 -2.015 4.925
S -2.019 -0.688 4.018
O -1.017 0.255 3.291
C -2.810 -1.533 2.627
H -0.573 -1.516 5.679
H -0.517 -2.690 4.340
H -2.021 -2.560 5.356
H -2.065 -2.095 2.009
H -3.168 -0.712 2.031
H -3.675 -2.104 2.856

For reference, maximum force by record: 3.29 5.44 3.79 4.99 0.71 3.67 0.37 4.33 eV/A.